137
Properties=species:S:1:pos:R:3:forces:R:3 method="wB97M-V/def2-TZVPD" max_force_ev_per_a=4.60 energy_ha=-3179.704864 homo_energy_ev=-4.777 gap_ev=7.04 total_charge=-1
C 2.0801 2.9997 4.1702 0.08 1.54 -1.42
O 0.7317 2.7416 4.6210 1.84 -1.20 0.36
C 0.5809 1.4399 5.2359 -1.71 0.05 0.94
C -0.6526 0.7040 4.5146 -0.48 -0.11 0.49
C -0.3787 -0.8202 4.0881 -0.03 0.56 -0.49
C 1.0549 -1.0946 3.4143 0.12 -1.43 -0.53
C 0.9438 -1.6072 1.8639 -0.24 0.33 0.88
Al 0.2082 -0.0167 0.7900 3.02 0.96 0.97
F 0.6821 1.5186 1.7831 -1.03 -1.99 -1.27
C 1.1163 0.1736 -1.0673 0.03 2.33 -0.14
C 1.5520 1.7563 -1.1589 0.22 1.29 -0.13
C 3.0567 2.2266 -1.2590 -3.37 3.12 0.19
C 3.3051 3.7790 -1.2965 -3.21 -1.77 0.45
C 2.1126 4.7730 -1.2267 -0.58 -2.86 0.09
C 0.6368 4.3069 -1.1312 1.95 -2.99 -0.37
C -0.6282 5.2885 -1.0349 0.72 -0.34 0.78
C 0.3589 2.7746 -1.1018 3.79 1.79 -0.20
S -2.0852 -0.1377 0.4787 -1.75 -1.85 -2.67
C -2.9963 1.1402 1.5066 -1.07 -0.03 0.08
O -2.4062 0.0992 -1.0069 0.55 0.64 2.78
O -2.5215 -1.5530 0.8211 0.44 2.51 0.50
H 1.9833 3.4623 3.1133 0.16 -0.85 1.58
H 2.7377 2.0782 4.0466 -0.94 1.12 0.48
H 2.5720 3.8322 4.8076 -0.56 -1.58 -0.64
H 0.2442 1.6305 6.3305 0.64 -0.31 -1.47
H 1.5347 0.8207 5.3056 -1.16 0.88 -0.51
H -1.5396 0.6908 5.2599 1.37 -0.05 -1.10
H -1.0184 1.3685 3.6452 1.05 -1.15 1.23
H -0.5126 -1.4867 5.0235 0.13 0.99 -1.59
H -1.1737 -1.0871 3.2904 1.06 0.11 1.45
H 1.5281 -1.9694 4.0086 -0.40 1.57 -0.73
H 1.7566 -0.1969 3.3869 -1.05 -1.11 0.39
H 0.2966 -2.5468 1.8034 0.95 1.14 0.12
H 2.0047 -1.8492 1.4869 -1.48 0.27 0.49
H 2.0062 -0.5256 -1.2020 -1.22 0.98 -0.05
H 0.2827 0.0399 -1.8356 1.28 -0.08 0.76
H 3.9306 1.4786 -1.2895 -1.70 1.27 0.00
H 4.3931 4.1505 -1.3375 -2.00 -0.48 0.03
H 2.3128 5.8925 -1.2228 -0.20 -1.67 -0.06
H -0.8556 5.4178 0.0924 0.32 -0.05 -1.76
H -0.4031 6.3255 -1.4773 -0.38 -1.64 0.58
H -1.5754 4.8271 -1.5007 1.67 0.70 0.52
H -0.7239 2.4009 -1.0000 1.88 0.48 -0.27
H -2.3137 1.9850 1.8570 -0.67 -1.33 -0.61
H -3.4367 0.5703 2.4018 0.67 0.93 -1.31
H -3.8305 1.5720 0.8380 1.26 -0.78 1.05
C 6.1521 -2.7164 -1.6861 -0.08 -0.46 0.22
C 6.4709 -2.1855 -3.0625 0.40 0.20 -0.25
C 5.1553 -1.5520 -3.4678 -0.45 0.12 -0.10
O 4.5205 -1.0923 -2.2647 0.49 -0.35 -0.08
C 5.2255 -1.6482 -1.1430 -0.21 0.37 0.22
H 7.0328 -2.8745 -1.0610 -0.07 0.03 -0.01
H 5.6163 -3.6678 -1.7702 0.05 0.05 0.05
H 7.2494 -1.4184 -2.9938 -0.04 -0.05 -0.04
H 6.8086 -2.9525 -3.7621 -0.04 0.06 0.01
H 4.4904 -2.2845 -3.9382 0.04 0.00 -0.09
H 5.2895 -0.7119 -4.1535 -0.11 0.01 0.08
H 5.7901 -0.8379 -0.6688 0.01 -0.06 0.09
H 4.5091 -2.0439 -0.4197 -0.05 0.12 -0.08
C -2.1201 -6.1052 -0.1498 0.18 -0.24 -0.38
C -2.4353 -6.5275 1.2680 -0.40 -0.07 0.25
C -1.2185 -6.0287 2.0232 0.36 0.19 0.03
O -0.7499 -4.8654 1.3324 -0.20 -0.45 -0.02
C -1.4190 -4.7784 0.0659 -0.18 0.54 0.03
H -3.0002 -6.0226 -0.7901 0.06 0.04 0.04
H -1.4302 -6.8235 -0.6065 -0.06 0.01 -0.01
H -3.3323 -6.0070 1.6192 0.07 -0.04 0.00
H -2.5971 -7.6014 1.3818 0.03 0.05 0.02
H -0.4128 -6.7717 2.0144 -0.04 -0.11 0.08
H -1.4448 -5.7727 3.0612 0.08 0.07 -0.05
H -2.1374 -3.9543 0.1226 0.09 0.02 -0.09
H -0.6932 -4.5541 -0.7191 0.05 0.04 0.13
C 1.2252 -0.2746 -6.2476 0.30 -0.22 -0.22
C 0.9117 0.2022 -4.8470 -0.30 -0.29 0.33
C 1.2194 1.6772 -4.9357 0.25 0.46 0.14
O 0.9526 2.0790 -6.2895 0.01 -0.38 -0.06
C 0.7688 0.9015 -7.0887 -0.31 0.30 -0.11
H 0.7292 -1.2094 -6.5167 -0.02 0.07 -0.02
H 2.3063 -0.4161 -6.3576 -0.04 -0.02 -0.02
H -0.1534 0.0563 -4.6364 0.07 -0.02 0.05
H 1.4863 -0.3058 -4.0708 -0.06 0.10 0.00
H 2.2765 1.8762 -4.7302 -0.03 0.00 0.15
H 0.6127 2.2712 -4.2486 0.10 0.05 -0.08
H -0.2963 0.8254 -7.3320 0.06 -0.13 -0.11
H 1.3328 0.9962 -8.0201 -0.04 0.11 0.02
C 2.3118 3.0372 9.1647 0.01 -0.07 0.47
C 2.0772 4.2347 8.2710 -0.40 0.12 -0.32
C 3.4596 4.4752 7.6974 0.33 0.08 -0.03
O 4.1086 3.1989 7.6299 -0.26 0.10 0.21
C 3.3328 2.2470 8.3700 0.07 -0.24 -0.33
H 1.4070 2.4666 9.3819 0.07 0.01 -0.05
H 2.7482 3.3628 10.1153 -0.04 -0.06 -0.03
H 1.3810 3.9682 7.4687 0.06 0.05 0.02
H 1.6763 5.1039 8.7960 0.06 -0.04 -0.03
H 4.0562 5.1202 8.3522 -0.04 0.10 -0.01
H 3.4274 4.9240 6.7020 0.08 -0.10 0.03
H 2.8454 1.5802 7.6506 -0.04 -0.05 0.08
H 3.9912 1.6512 9.0066 0.07 0.06 -0.09
C -3.4639 -0.0689 -4.2198 0.05 -0.42 0.18
C -3.1241 0.4655 -5.5939 0.31 0.20 -0.18
C -4.4298 1.1136 -6.0122 -0.30 0.07 -0.03
O -5.0692 1.5699 -4.8133 0.17 -0.17 -0.22
C -4.3855 1.0064 -3.6819 0.06 0.29 0.27
H -2.5923 -0.2377 -3.5857 -0.15 0.05 0.07
H -4.0081 -1.0150 -4.3136 0.04 0.04 0.05
H -2.3389 1.2249 -5.5127 -0.02 -0.05 -0.06
H -2.7856 -0.3018 -6.2934 -0.01 0.05 0.00
H -5.0971 0.3895 -6.4935 0.04 -0.03 -0.11
H -4.2812 1.9560 -6.6926 -0.09 0.02 0.07
H -3.8182 1.8087 -3.1991 0.02 -0.12 0.09
H -5.1137 0.6164 -2.9679 0.00 0.09 -0.08
C -0.7602 -3.4497 -9.9167 0.14 -0.38 0.26
C -2.0900 -2.9010 -10.3831 -0.23 0.01 -0.41
C -2.2298 -1.6518 -9.5354 -0.06 0.22 0.32
O -0.9027 -1.1725 -9.2806 -0.07 -0.35 -0.16
C 0.0356 -2.1824 -9.6741 0.18 0.32 -0.07
H -0.2849 -4.1202 -10.6349 -0.01 0.06 0.05
H -0.8927 -3.9938 -8.9757 0.04 0.02 -0.07
H -2.0283 -2.6292 -11.4421 -0.04 -0.02 0.06
H -2.9215 -3.5968 -10.2574 0.04 0.07 0.01
H -2.6964 -1.8763 -8.5703 -0.10 -0.01 -0.04
H -2.8128 -0.8719 -10.0309 0.10 0.04 0.08
H 0.5291 -1.8420 -10.5912 0.08 -0.08 0.00
H 0.7925 -2.3042 -8.8960 -0.06 0.12 0.00
C -4.4976 -0.2605 9.2138 0.00 -0.08 0.47
C -4.7328 0.9307 8.3126 -0.35 0.14 -0.27
C -3.3502 1.1693 7.7384 0.36 0.11 -0.06
O -2.6992 -0.1070 7.6798 -0.34 0.06 0.25
C -3.4748 -1.0545 8.4251 0.15 -0.19 -0.32
H -5.4019 -0.8307 9.4340 0.07 0.01 -0.02
H -4.0625 0.0717 10.1625 -0.04 -0.05 -0.04
H -5.4281 0.6582 7.5117 0.04 0.06 0.05
H -5.1352 1.8026 8.8316 0.05 -0.04 -0.05
H -2.7557 1.8193 8.3896 -0.05 0.09 -0.03
H -3.3814 1.6114 6.7400 0.11 -0.09 0.03
H -3.9606 -1.7266 7.7094 -0.02 -0.07 0.08
H -2.8164 -1.6452 9.0661 0.06 0.05 -0.10

***

13
Properties=species:S:1:pos:R:3:forces:R:3 method="wB97M-V/def2-TZVPD" max_force_ev_per_a=3.35 energy_ha=-892.907247 homo_energy_ev="-7.533 / -7.926" e_above_lowest_kcal_mol=63.44 gap_ev="7.79 / 6.47"
C -0.6046 -0.3925 1.1510 -0.52 1.27 -0.41
C 0.4406 -0.8384 -1.4794 1.41 -0.78 1.34
N -2.2344 1.2863 0.4577 -0.51 1.11 -1.19
O -1.5481 1.5732 -0.4550 -2.51 0.73 0.83
P 2.3888 0.7748 0.4298 -0.24 -0.01 -0.28
P 0.3029 0.4648 -0.2173 3.11 -0.18 1.21
H -0.8441 0.3814 2.0115 0.34 -1.97 -1.74
H -0.0752 -1.2834 1.4263 0.41 -0.19 0.66
H -1.4827 -0.7464 0.5444 0.27 0.31 1.25
H -0.5103 -0.8272 -1.9656 -0.50 -0.42 -0.64
H 0.6819 -1.8126 -0.9567 -0.44 0.83 -0.94
H 1.2731 -0.5591 -2.1435 -0.50 -0.22 0.03
H 2.2120 1.9791 1.1968 -0.34 -0.48 -0.13

***

101
Properties=species:S:1:pos:R:3:forces:R:3 method="wB97M-V/def2-TZVPD" max_force_ev_per_a=1.04 energy_ha=-2500.979701 homo_energy_ev=-7.925 gap_ev=8.51
O -2.0100 2.2505 -2.2324 0.08 0.01 -0.11
P -1.6549 1.8007 -3.6041 -0.55 0.26 0.84
C -0.1540 0.8568 -3.7088 0.17 -0.15 -0.41
C -0.0391 -0.3058 -2.9428 0.14 0.12 -0.06
C 1.1317 -1.0369 -2.9735 0.01 -0.11 0.08
C 2.1911 -0.6422 -3.7904 -0.09 0.02 -0.10
C 2.0744 0.5124 -4.5690 -0.05 0.00 0.15
C 0.9106 1.2661 -4.5144 -0.06 -0.13 0.14
S 3.4185 0.9607 -5.6211 0.01 0.01 -0.07
C 4.7364 0.4861 -4.5417 0.14 0.06 0.13
C 5.9113 1.2276 -4.4706 -0.06 -0.12 0.06
C 6.9547 0.8010 -3.6596 -0.06 -0.11 0.02
C 6.8136 -0.3604 -2.9074 -0.06 0.10 -0.09
C 5.6297 -1.0877 -2.9517 0.20 0.13 -0.01
C 4.5876 -0.6675 -3.7705 0.10 0.03 -0.18
N 3.3759 -1.3841 -3.8495 -0.02 -0.03 0.32
H -2.6931 1.0082 -4.1269 0.16 -0.08 -0.34
H -1.5104 2.8401 -4.5417 0.11 -0.12 -0.19
H -0.8486 -0.6211 -2.2950 -0.01 0.04 -0.02
H 1.2383 -1.9185 -2.3493 0.02 -0.03 -0.07
H 0.8374 2.1730 -5.1040 0.01 0.01 0.01
H 6.0112 2.1323 -5.0574 -0.05 -0.01 0.01
H 7.8690 1.3788 -3.6096 -0.03 -0.04 -0.01
H 7.6265 -0.6905 -2.2717 -0.07 -0.02 -0.02
H 5.5271 -1.9820 -2.3479 -0.09 0.00 -0.03
H 3.3589 -2.1948 -3.2442 -0.02 -0.02 -0.01
C -0.9698 5.2645 -1.9290 -0.01 0.18 -0.02
C 0.2180 5.1119 -2.8588 0.01 -0.06 0.09
O 0.1829 5.9535 -4.0001 0.02 -0.07 -0.09
C 0.1531 7.3450 -3.7441 -0.03 0.08 0.00
C 1.3518 7.8615 -2.9668 0.03 -0.07 0.00
H -1.9026 5.0833 -2.4624 -0.02 -0.04 0.01
H -0.8990 4.5403 -1.1194 -0.03 0.00 -0.05
H -1.0142 6.2641 -1.4914 0.04 -0.02 0.03
H 0.2406 4.0982 -3.2617 0.02 -0.01 0.00
H 1.1561 5.2462 -2.3076 0.00 0.04 -0.01
H -0.7779 7.6246 -3.2377 0.01 -0.02 0.03
H 0.1281 7.8082 -4.7308 -0.01 0.00 -0.01
H 1.4066 7.4337 -1.9652 -0.03 0.03 0.01
H 1.2842 8.9449 -2.8606 0.00 0.01 -0.02
H 2.2788 7.6208 -3.4890 0.00 0.00 0.00
C 3.6926 -5.6222 0.2995 0.01 -0.06 -0.17
C 2.5364 -4.7391 -0.1302 -0.08 0.13 0.17
O 2.3301 -4.6580 -1.5308 0.07 0.21 -0.25
C 2.0410 -5.8648 -2.2144 0.01 -0.11 0.02
C 0.7979 -6.5789 -1.7133 -0.01 0.06 0.05
H 4.6219 -5.2918 -0.1669 0.01 0.00 0.01
H 3.8074 -5.5678 1.3820 0.00 0.04 0.00
H 3.5354 -6.6684 0.0316 -0.03 -0.01 0.03
H 2.7267 -3.7107 0.1753 -0.01 -0.01 0.07
H 1.6124 -5.0449 0.3737 0.01 -0.05 -0.01
H 2.9053 -6.5383 -2.1879 0.00 -0.01 0.06
H 1.9012 -5.5701 -3.2549 0.01 0.01 0.00
H 0.9010 -6.9050 -0.6779 0.03 -0.03 -0.01
H 0.6102 -7.4639 -2.3220 0.00 0.01 -0.02
H -0.0719 -5.9235 -1.7767 -0.01 0.00 0.00
C -0.3178 -2.7298 2.3189 0.06 0.06 -0.06
C 0.8461 -3.1284 3.2107 -0.08 0.00 0.02
O 2.1153 -2.7265 2.7252 0.11 -0.10 0.03
C 2.2920 -1.3365 2.5094 -0.05 0.09 -0.18
C 2.0704 -0.4629 3.7273 -0.05 -0.07 0.13
H -0.1844 -3.1306 1.3121 -0.01 -0.01 -0.01
H -1.2494 -3.1213 2.7290 0.00 -0.03 0.00
H -0.4237 -1.6467 2.2438 -0.03 0.00 0.06
H 0.9070 -4.2157 3.2762 0.01 0.00 0.01
H 0.6870 -2.7567 4.2291 0.01 0.05 -0.01
H 1.6393 -0.9978 1.6951 0.00 0.00 -0.01
H 3.3177 -1.2379 2.1518 0.02 -0.02 0.02
H 1.0415 -0.5258 4.0818 -0.02 0.08 -0.02
H 2.2559 0.5790 3.4654 0.00 0.01 0.00
H 2.7367 -0.7412 4.5455 0.02 -0.03 -0.03
C -3.3220 1.7303 3.2456 0.02 -0.08 -0.05
C -1.8904 2.1458 3.5357 -0.06 0.05 0.02
O -0.9149 1.3223 2.9216 0.11 -0.09 0.07
C -0.9578 1.2552 1.5048 -0.01 0.04 -0.11
C -0.7668 2.5873 0.8020 0.11 -0.03 0.05
H -3.4967 0.6973 3.5482 -0.03 0.00 0.01
H -4.0136 2.3712 3.7944 0.00 0.00 0.03
H -3.5667 1.8131 2.1857 0.00 0.06 0.01
H -1.6917 2.0609 4.6047 0.01 0.00 0.01
H -1.7323 3.1969 3.2667 0.00 -0.02 -0.05
H -1.8863 0.7793 1.1701 -0.02 0.03 0.00
H -0.1427 0.5810 1.2353 0.02 -0.01 0.01
H -1.5695 3.2897 1.0294 -0.05 -0.02 -0.05
H -0.7578 2.4340 -0.2781 -0.08 -0.02 0.06
H 0.1785 3.0448 1.0989 0.03 0.01 0.06
C -7.8381 0.1096 4.3547 0.06 0.02 0.05
C -6.9704 -0.9258 3.6601 -0.07 0.00 -0.04
O -5.6383 -0.9798 4.1368 0.08 -0.01 -0.05
C -5.4751 -1.2958 5.5071 0.02 0.02 0.07
C -6.0356 -2.6499 5.9066 -0.02 -0.02 -0.07
H -7.3928 1.1015 4.2673 0.00 0.01 -0.01
H -8.8271 0.1308 3.8960 0.00 0.01 -0.02
H -7.9708 -0.1092 5.4151 -0.03 -0.03 -0.01
H -6.8758 -0.6759 2.6032 0.01 -0.01 0.00
H -7.4403 -1.9147 3.7119 0.00 0.00 0.04
H -5.8988 -0.5063 6.1388 -0.03 -0.01 -0.01
H -4.3965 -1.2833 5.6673 0.01 0.01 0.00
H -7.1172 -2.7022 5.7764 -0.01 0.02 0.04
H -5.8197 -2.8435 6.9578 0.02 0.00 0.00
H -5.5842 -3.4419 5.3077 0.00 -0.01 0.00

***

20
Properties=species:S:1:pos:R:3:forces:R:3 method="wB97M-V/def2-TZVPD" max_force_ev_per_a=2.99 energy_ha=-307.523600 homo_energy_ev=-12.490 e_above_lowest_kcal_mol=61.50 gap_ev=9.27 total_charge=+1
C -1.6540 -0.3279 -0.5894 1.13 0.33 0.13
C -0.6845 0.1458 -1.6489 0.47 0.38 -0.68
C 0.7773 -0.2251 -1.3868 0.62 -1.71 -0.58
N 1.1550 0.0293 2.2344 2.73 1.04 0.62
C 1.6618 -0.2591 0.9234 -2.34 -1.57 -0.22
C 1.3431 0.4426 -0.1818 1.63 0.39 0.14
N -1.3611 0.3060 0.7650 -0.96 0.99 -1.36
H -2.6497 -0.0224 -0.8540 -0.54 -0.14 0.03
H -1.5732 -1.4047 -0.4601 -0.15 -0.02 0.03
H -0.7235 1.2144 -1.8639 -0.44 0.18 0.30
H -1.0158 -0.3277 -2.5780 0.12 -0.04 0.04
H 0.7347 -1.3198 -1.2647 0.27 0.11 0.57
H 1.4057 -0.1815 -2.2711 -0.17 0.77 -0.39
H 1.5391 -0.6473 2.8873 -0.24 -0.30 0.04
H 1.5821 0.8950 2.5936 -0.65 0.16 -0.13
H 1.7767 -1.3363 0.7962 -0.34 -0.08 0.04
H 1.7148 1.4677 -0.2192 -1.20 0.44 0.02
H -0.3622 0.3217 1.0511 -0.33 -0.73 0.38
H -2.0460 -0.0575 1.4055 0.26 -0.42 0.96
H -1.6203 1.2866 0.6613 0.11 0.23 0.06

***

7
Properties=species:S:1:pos:R:3:forces:R:3 method="wB97M-V/def2-TZVPD" max_force_ev_per_a=5.04 energy_ha=-622.106592 homo_energy_ev=-11.223 e_above_lowest_kcal_mol=44.59 gap_ev=11.37
C -1.4082 0.3288 0.0364 2.78 -1.82 0.16
N -2.4236 0.8126 -0.1114 -1.65 0.77 -0.13
N 1.0120 0.7203 -0.4741 -4.71 -0.77 1.63
O 0.2774 -1.8354 -0.1893 -0.08 0.70 -0.23
S 0.2797 -0.4348 0.1225 -0.70 1.57 -0.27
H 1.8673 0.7533 -0.8293 4.49 -0.22 -1.75
H 0.3955 -0.3448 1.4452 -0.12 -0.22 0.59